# 1
{"formula": "C6H11ClF2N4O", "method": "wB97M-V/def2-TZVPD", "lumo_ev": [-7.627, -12.798], "e_tot_ev": -32342.226, "de_lowest_kj_mol": 0.0, "spin_multiplicity": 3, "s2": 2.018, "homo_ev": [-14.48, -18.99], "total_charge": 2, "max_force_ev_per_a": 4.71, "symbols": ["Cl", "F", "F", "O", "N", "N", "N", "N", "C", "C", "C", "C", "C", "C", "H", "H", "H", "H", "H", "H", "H", "H", "H", "H", "H"], "positions_angstrom": [[-0.718, 1.779, 2.119], [-3.253, 2.301, -0.277], [-1.719, 3.679, 0.167], [-1.329, 1.888, -1.270], [0.757, -0.089, 0.943], [-2.282, -0.604, -1.632], [-0.921, 0.910, -0.392], [-0.876, -1.346, 0.007], [-2.227, 2.862, -0.819], [0.112, 1.151, 0.628], [1.137, 2.120, 0.005], [0.306, -1.281, 0.732], [1.027, -2.521, 1.007], [-1.299, -0.320, -0.780], [0.529, -3.063, 1.842], [-2.554, 0.132, -2.251], [-2.663, 3.533, -1.580], [0.874, -3.220, 0.216], [-2.812, -1.470, -1.675], [-1.480, -2.213, 0.018], [0.872, 3.228, 0.081], [2.094, 1.915, 0.654], [2.099, -2.356, 1.456], [1.174, 2.043, -1.028], [1.749, -0.050, 1.255]]}

# 2
{"formula": "C6H11ClF3NdO2Sc", "method": "wB97M-V/def2-TZVPD", "lumo_ev": [2.267, 2.264], "e_tot_ev": -67148.536, "spin_multiplicity": 4, "s2": 3.759, "homo_ev": [-3.17, -3.20], "total_charge": -1, "max_force_ev_per_a": 2.68, "symbols": ["Nd", "Sc", "Cl", "F", "F", "F", "O", "O", "C", "C", "C", "C", "C", "C", "H", "H", "H", "H", "H", "H", "H", "H", "H", "H", "H"], "positions_angstrom": [[-0.456, -0.482, 1.347], [1.333, -1.247, -1.755], [1.312, -2.547, 0.805], [-4.459, 2.386, 1.484], [-4.306, 1.615, 3.540], [-3.051, 3.317, 2.902], [-1.748, 1.532, 1.088], [-2.337, 0.043, 2.657], [-2.486, 1.159, 2.044], [0.354, 0.570, -1.416], [-3.616, 2.143, 2.517], [0.062, -2.500, -2.980], [1.194, 0.667, 2.394], [3.323, -0.896, -2.504], [3.451, -1.389, -3.473], [4.093, -1.260, -1.808], [0.693, 1.375, 3.073], [1.877, 1.222, 1.743], [3.451, 0.186, -2.632], [-0.278, -3.400, -2.444], [-0.731, 0.813, -1.528], [0.597, -2.801, -3.888], [-0.819, -1.908, -3.260], [0.768, 1.450, -0.898], [1.778, -0.051, 2.991]]}